A cluster of 10 separate species, C54H53F7O9 in total at a distorted geometry, computed with wB97M-V/def2-TZVPD.

Structure (ORCA input):
```
! RIJCOSX wB97M-V def2-TZVPD def2/J DEFGRID3
* xyz 0 1
C 29.8226 4.4780 1.1572
C 30.3477 5.2070 -0.0497
C 31.6683 5.9797 0.0888
O 32.2839 5.7460 -1.1881
C 31.8008 4.6065 -1.7252
O 32.2511 4.0032 -2.6364
O 30.7122 4.1962 -1.0146
H 28.8892 3.9847 0.8759
H 29.6836 5.1361 2.0113
H 30.4768 3.6428 1.4092
H 29.6644 5.9335 -0.4926
H 32.3113 5.6431 0.9051
H 31.5435 7.0614 0.1140
C 23.6804 11.3930 4.9236
C 24.1618 9.9863 4.7141
C 24.3782 9.2040 6.0078
O 23.8667 7.9068 5.6940
C 23.0752 7.9787 4.5951
O 22.3882 7.0994 4.1988
O 23.2200 9.1856 4.0020
H 24.4578 11.9510 5.4536
H 22.8046 11.4167 5.5774
H 23.4548 11.9246 4.0024
H 25.1029 9.9689 4.1509
H 23.8200 9.6366 6.8412
H 25.4283 9.1582 6.2854
C 28.8480 12.5488 1.6625
C 28.2047 13.4147 2.7077
C 26.7102 13.7433 2.5050
O 26.1225 13.4548 3.7901
C 27.0504 12.9443 4.6262
O 26.8513 12.6638 5.7642
O 28.1944 12.6917 3.9593
H 29.0629 13.1443 0.7687
H 28.2716 11.6869 1.3261
H 29.8223 12.2300 2.0359
H 28.7843 14.3287 2.8304
H 26.2671 13.1632 1.6990
H 26.5538 14.8088 2.3538
F 30.2105 9.4455 1.1625
C 29.2642 8.8762 1.9563
C 29.1029 9.3895 3.2266
C 28.1631 8.8132 4.0614
C 27.3674 7.7662 3.6017
C 27.5543 7.2962 2.3163
C 28.5262 7.8174 1.4753
H 29.7079 10.2334 3.5322
H 28.0502 9.1721 5.0779
H 26.5704 7.3664 4.2138
H 26.9772 6.4582 1.9407
H 28.6064 7.4836 0.4534
F 34.8738 11.1084 0.6207
C 34.6599 10.0668 1.4626
C 35.6680 9.7066 2.3344
C 35.4396 8.6348 3.1855
C 34.2166 7.9741 3.1485
C 33.2036 8.3967 2.2983
C 33.4326 9.4396 1.4144
H 36.6119 10.2345 2.3188
H 36.2176 8.2973 3.8561
H 34.0899 7.0684 3.7266
H 32.2703 7.8487 2.2817
H 32.7512 9.7744 0.6429
F 25.3111 12.1503 -2.0401
C 25.2047 11.2455 -1.0451
C 25.6931 9.9717 -1.2556
C 25.5720 9.0386 -0.2310
C 24.9439 9.3668 0.9611
C 24.4331 10.6492 1.1166
C 24.5575 11.6046 0.1237
H 26.1163 9.6821 -2.2078
H 25.9237 8.0271 -0.3933
H 24.7549 8.5980 1.6984
H 23.9085 10.8630 2.0389
H 24.1792 12.6084 0.2645
F 29.2378 8.1988 -1.7165
C 30.2998 8.0791 -2.5488
C 31.3995 8.9013 -2.4143
C 32.4234 8.7778 -3.3421
C 32.3952 7.8094 -4.3361
C 31.3091 6.9559 -4.4137
C 30.2138 7.1839 -3.5943
H 31.4784 9.6555 -1.6419
H 33.2757 9.4409 -3.2625
H 33.2744 7.6866 -4.9542
H 31.2692 6.1003 -5.0730
H 29.3461 6.5435 -3.7072
F 31.6200 11.5795 5.0569
C 31.7351 12.6609 4.2644
C 32.4548 12.5808 3.0912
C 32.5260 13.6909 2.2623
C 31.9162 14.8791 2.6354
C 31.1869 14.9409 3.8149
C 31.1182 13.8340 4.6446
H 32.9227 11.6461 2.8108
H 33.1164 13.5997 1.3599
H 31.9787 15.7584 2.0064
H 30.7474 15.8726 4.1472
H 30.6270 13.8908 5.6080
F 28.8122 2.9805 3.5753
C 27.7483 3.6701 4.0424
C 27.8624 4.2440 5.2871
C 26.7732 4.9091 5.8362
C 25.5996 5.0071 5.0968
C 25.5130 4.4634 3.8295
C 26.5975 3.7808 3.2879
H 28.8071 4.2207 5.8174
H 26.8032 5.3156 6.8376
H 24.7443 5.5310 5.5077
H 24.6068 4.5217 3.2418
H 26.5267 3.2858 2.3276
F 32.2765 6.2431 8.5412
C 32.0812 5.9877 7.2379
C 30.9409 6.4721 6.6227
C 30.7524 6.2404 5.2713
C 31.6436 5.4384 4.5710
C 32.7735 4.9470 5.2119
C 32.9847 5.1975 6.5577
H 30.2536 7.1115 7.1650
H 29.8626 6.5773 4.7534
H 31.4289 5.1383 3.5535
H 33.4562 4.2987 4.6753
H 33.9054 4.9555 7.0779
*
```

Calculated values
DFT total energy	-94308.94945	eV
SMILES string	C[C@H]1COC(=O)O1.C[C@H]1COC(=O)O1.C[C@H]1COC(=O)O1.Fc1ccccc1.Fc1ccccc1.Fc1ccccc1.Fc1ccccc1.Fc1ccccc1.Fc1ccccc1.Fc1ccccc1

A structure of composition C54H54F15GeO3PSSeW, computed with wB97M-V/def2-TZVPD.

Structure (ORCA input):
```
! RIJCOSX wB97M-V def2-TZVPD def2/J DEFGRID3
* xyz 2 1
W 0.4476 0.3541 -0.0168
C -1.2654 2.1370 2.5156
C 0.1117 2.1145 2.3866
C 0.5522 0.7542 2.1397
C -0.6516 -0.0457 2.0568
C -1.7365 0.8379 2.3004
H -1.8724 3.0083 2.6910
H 0.7835 2.9570 2.4560
H 1.4974 0.3802 2.5197
H -0.7262 -1.1138 2.2035
H -2.7766 0.5416 2.2994
C -6.6344 -0.2849 -3.3283
C -6.2258 -0.8800 -1.9743
C -7.2386 -0.4582 -0.9004
C -6.2293 -2.4055 -2.0760
C -4.8414 -0.3460 -1.6124
C -3.7003 -1.1461 -1.6496
C -2.4898 -0.6010 -1.2676
Se -0.8247 -1.4821 -1.5224
C -0.6108 -2.7205 -0.0831
C -1.4402 -3.8190 0.0363
C -1.2232 -4.7157 1.0754
C -0.1437 -4.4634 1.9157
C 0.7373 -3.3826 1.8187
C 0.4659 -2.4831 0.7740
O 1.1890 -1.3205 0.5478
C 1.8335 -3.2642 2.8930
C 2.2615 -4.6617 3.3660
C 1.2640 -2.5059 4.0989
C 3.1048 -2.5735 2.4051
C -2.1000 -5.9403 1.3120
C -2.7194 -5.8452 2.7122
C -3.2230 -6.0403 0.2813
C -1.2326 -7.2031 1.2175
C -2.3793 0.7455 -0.9071
O -1.1380 1.1443 -0.4334
C -3.4629 1.6176 -0.9736
C -4.6775 0.9979 -1.2987
C -3.4615 3.1342 -0.7641
C -2.0598 3.7489 -0.7340
C -4.2269 3.4869 0.5353
C -4.1669 3.7721 -1.9758
H -7.6340 -0.6242 -3.5983
H -6.6489 0.8042 -3.2943
H -5.9476 -0.5912 -4.1174
H -8.1927 -0.9503 -1.0849
H -6.9030 -0.7400 0.0984
H -7.4252 0.6149 -0.9085
H -7.2429 -2.7543 -2.2679
H -5.6080 -2.7655 -2.8973
H -5.8905 -2.8729 -1.1496
H -3.7578 -2.1762 -1.9672
H -2.2489 -3.9682 -0.6643
H 0.0294 -5.1657 2.7168
H 1.5026 -5.1531 3.9722
H 2.5104 -5.3133 2.5282
H 3.1466 -4.5675 3.9934
H 0.3432 -2.9687 4.4545
H 1.9842 -2.5193 4.9168
H 1.0503 -1.4639 3.8640
H 3.5515 -3.1320 1.5806
H 2.9429 -1.5499 2.0850
H 3.8337 -2.5578 3.2154
H -3.3184 -4.9394 2.8209
H -3.3693 -6.7021 2.8884
H -1.9585 -5.8456 3.4925
H -3.8905 -5.1767 0.3170
H -2.8363 -6.1436 -0.7338
H -3.8269 -6.9227 0.4884
H -0.4355 -7.2079 1.9605
H -1.8457 -8.0869 1.3902
H -0.7780 -7.2966 0.2306
H -5.5582 1.6235 -1.3154
H -1.4679 3.4430 0.1227
H -1.5037 3.5027 -1.6415
H -2.1650 4.8341 -0.6867
H -3.5674 3.9563 1.2646
H -5.0310 4.1939 0.3356
H -4.6771 2.6142 1.0085
H -3.6744 3.4922 -2.9091
H -5.2175 3.5009 -2.0481
H -4.1222 4.8572 -1.8810
F 3.6592 5.4849 -3.5791
C 4.5479 4.8589 -2.7984
C 4.1427 3.7618 -2.0509
C 5.1230 3.1249 -1.3104
F 4.8188 2.0176 -0.6018
C 6.4386 3.5550 -1.2765
F 7.3439 2.9053 -0.5569
C 6.8010 4.6722 -2.0169
F 8.0468 5.0984 -2.0013
C 5.8506 5.3266 -2.7910
F 6.1971 6.3770 -3.5161
Ge 2.2736 3.2408 -2.0991
S 1.8015 2.3101 -0.0587
C 1.8932 2.2533 -3.7270
C 2.7017 2.2097 -4.8459
F 3.8726 2.8470 -4.8653
C 2.3516 1.4842 -5.9807
F 3.1545 1.4534 -7.0307
C 1.1612 0.7728 -6.0003
F 0.8201 0.0753 -7.0653
C 0.3229 0.7973 -4.8884
F -0.8253 0.1252 -4.8900
C 0.7082 1.5422 -3.8000
F -0.1218 1.6022 -2.7343
C 1.1849 4.8524 -2.0122
C 0.1890 5.1941 -2.9121
F -0.1421 4.3715 -3.9200
C -0.5350 6.3713 -2.8099
F -1.4991 6.6452 -3.6783
C -0.2664 7.2504 -1.7695
F -0.9553 8.3689 -1.6528
C 0.7178 6.9367 -0.8408
F 0.9777 7.7631 0.1608
C 1.4152 5.7493 -0.9811
F 2.3575 5.4652 -0.0657
C 2.5967 -2.7127 -1.9553
P 3.0476 -0.9900 -1.7637
C 4.2185 -0.8647 -0.4104
C 3.8934 -0.5197 -3.2647
O 1.8040 -0.0792 -1.6195
H 3.4736 -3.2670 -2.2927
H 1.8223 -2.8045 -2.7195
H 2.2485 -3.1437 -1.0184
H 5.1808 -0.5233 -0.7864
H 4.3408 -1.8336 0.0625
H 3.8675 -0.1421 0.3282
H 4.8106 -1.1010 -3.3548
H 4.1521 0.5358 -3.2302
H 3.2595 -0.7117 -4.1300
*
```

Calculated values
energy relative to the best compared isomer or geometry (same formula, charge and spin)	143.1	kJ/mol

A structure of composition C54H55As2N11ORbSSbSe4, computed with wB97M-V/def2-TZVPD.

Structure (ORCA input):
```
! RIJCOSX wB97M-V def2-TZVPD def2/J DEFGRID3
* xyz -2 1
Rb -0.7133 -0.2325 0.5773
C -1.2464 4.8968 3.7120
N -0.8658 3.5503 3.3597
C -0.3083 3.0890 2.2261
N 0.0709 1.8421 2.3842
C -0.2995 1.5668 3.6654
N -0.8535 2.5763 4.3015
C -2.7256 5.2254 3.7290
C -3.0427 6.5496 4.0156
C -4.3588 6.9469 4.1627
C -5.3766 6.0198 4.0241
C -5.0738 4.7012 3.7060
C -3.7454 4.2995 3.5501
C -6.2144 3.7826 3.5783
N -7.3838 3.9593 4.0869
N -8.1541 2.8733 3.6888
C -7.3871 2.1269 2.9701
O -6.1322 2.6378 2.8669
C -7.7439 0.9007 2.2547
C -8.8251 0.1370 2.6857
C -9.1678 -1.0006 1.9749
C -8.4530 -1.3678 0.8407
C -7.3868 -0.5973 0.3935
C -6.6312 -0.9723 -0.8662
N -5.3330 -0.3642 -0.8935
C -4.2070 -0.8639 -0.3795
N -3.2578 0.0451 -0.4353
C -3.8702 1.0980 -1.0380
N -5.1405 0.9057 -1.3228
C -7.0323 0.5343 1.1193
H -0.7262 5.5758 3.0365
H -0.8594 5.0681 4.7163
H -0.1835 3.6819 1.3306
H -0.1399 0.6045 4.1266
H -2.2427 7.2722 4.1389
H -4.5920 7.9801 4.3869
H -6.4135 6.2998 4.1507
H -3.5156 3.2652 3.3218
H -9.3781 0.4411 3.5647
H -9.9962 -1.6129 2.3091
H -8.7245 -2.2660 0.2974
H -7.1717 -0.6473 -1.7553
H -6.4858 -2.0518 -0.9475
H -4.1045 -1.8770 -0.0127
H -3.3618 2.0208 -1.2743
H -6.2138 1.1560 0.7809
C 2.5694 0.0320 -0.6392
C 3.5116 -0.5490 0.4120
As 2.9165 -0.1518 2.2616
C 2.2229 -1.9083 2.7958
C 2.4488 -2.3496 4.1016
C 2.0148 -3.6018 4.5066
C 1.3307 -4.4238 3.6171
C 1.0543 -3.9782 2.3334
C 1.4989 -2.7251 1.9307
C 4.6994 -0.3848 3.0629
C 5.4529 -1.5420 2.8642
C 6.7329 -1.6508 3.3861
C 7.2789 -0.6039 4.1218
C 6.5351 0.5454 4.3377
C 5.2529 0.6515 3.8064
As 3.0828 -0.2336 -2.5347
C 3.2669 -2.1627 -2.6872
C 2.5705 -3.0658 -1.8924
C 2.6157 -4.4266 -2.1614
C 3.3747 -4.8988 -3.2221
C 4.0700 -4.0060 -4.0265
C 4.0026 -2.6436 -3.7679
C 4.9702 0.2451 -2.2115
C 5.2593 1.6091 -2.1565
C 6.5368 2.0590 -1.8476
C 7.5524 1.1448 -1.5979
C 7.2800 -0.2156 -1.6623
C 5.9987 -0.6620 -1.9662
H 2.4647 1.1106 -0.5022
H 1.5759 -0.4011 -0.5446
H 4.5011 -0.0989 0.3343
H 3.6242 -1.6283 0.2946
H 2.9894 -1.7167 4.7968
H 2.2205 -3.9421 5.5153
H 1.0118 -5.4127 3.9255
H 0.4748 -4.5734 1.6360
H 1.2803 -2.4095 0.9139
H 5.0294 -2.3680 2.3039
H 7.3084 -2.5526 3.2167
H 8.2821 -0.6860 4.5232
H 6.9514 1.3620 4.9152
H 4.6723 1.5522 3.9720
H 1.9177 -2.7102 -1.1092
H 2.0173 -5.1061 -1.5690
H 3.3929 -5.9586 -3.4425
H 4.6373 -4.3675 -4.8766
H 4.5157 -1.9463 -4.4242
H 4.4650 2.3266 -2.3426
H 6.7396 3.1227 -1.7988
H 8.5483 1.4908 -1.3480
H 8.0660 -0.9343 -1.4613
H 5.7923 -1.7250 -2.0032
C -2.4633 -4.8054 3.6473
C -3.1662 -3.4438 3.7162
C -3.5428 -3.0962 5.1621
C -4.4122 -3.4407 2.8251
C -2.2129 -2.4063 3.2586
N -1.4535 -1.5892 2.9838
H -3.1303 -5.5703 4.0529
H -1.5363 -4.7977 4.2223
H -2.2347 -5.0510 2.6084
H -4.2398 -3.8467 5.5409
H -4.0213 -2.1167 5.2111
H -2.6614 -3.0825 5.8065
H -5.0915 -4.2222 3.1759
H -4.1413 -3.6454 1.7863
H -4.9269 -2.4772 2.8726
S 0.4924 3.3544 -2.1456
C 0.6308 2.4069 -3.5332
N 1.6031 2.5809 -4.4534
C 1.4685 1.6930 -5.5970
C 0.3778 0.7218 -5.1102
N -0.1727 1.4162 -3.9414
H 2.1741 3.4052 -4.4351
H 2.4061 1.1760 -5.8020
H 1.1634 2.2439 -6.4915
H 0.7819 -0.2421 -4.8016
H -0.3982 0.5490 -5.8527
H -0.6621 0.8334 -3.2549
Se -1.8873 -3.8644 0.1770
Sb -1.8820 -3.4665 -2.2814
Se -0.4628 -1.3996 -2.3927
Se -4.1848 -3.0870 -3.0973
Se -0.7520 -5.2580 -3.5243
*
```

Calculated values
energy relative to the best compared isomer or geometry (same formula, charge and spin)	77.5	kJ/mol